[1]
80
Properties=species:S:1:pos:R:3 method="wB97M-V/def2-TZVPD" total_energy_ev=-119746.8745 lumo_ev=1.575 total_charge=-1
P 17.44 24.57 6.70
F 16.71 23.88 5.38
F 18.82 24.23 5.91
F 17.28 25.97 5.96
F 18.17 25.24 7.96
F 15.99 24.69 7.43
F 17.55 23.11 7.43
C 15.56 27.29 10.19
O 14.95 28.06 10.91
N 16.73 27.68 9.57
N 15.17 26.00 9.94
H 17.14 27.06 8.89
H 16.78 28.68 9.52
H 14.23 25.74 10.14
H 15.55 25.58 9.10
C 19.56 28.40 3.31
O 18.93 29.43 3.13
N 19.06 27.38 4.07
N 20.72 28.11 2.63
H 19.64 26.59 4.28
H 18.21 27.54 4.57
H 21.34 27.38 2.93
H 21.21 28.90 2.23
C 14.34 20.69 6.35
O 13.57 20.58 7.28
N 14.88 19.60 5.69
N 14.73 21.91 5.86
H 15.67 19.74 5.10
H 14.68 18.71 6.11
H 15.30 21.94 5.03
H 14.65 22.72 6.43
C 21.95 25.64 6.55
O 23.05 26.15 6.66
N 21.75 24.35 6.13
N 20.79 26.28 6.92
H 22.60 23.81 6.06
H 20.86 23.97 5.88
H 19.91 25.82 7.07
H 20.87 27.24 7.20
C 16.55 29.82 6.11
O 17.40 30.68 6.15
N 15.65 29.60 7.14
N 16.39 28.92 5.06
H 15.02 28.82 7.14
H 15.73 30.18 7.95
H 17.02 29.19 4.31
H 15.63 28.28 5.10
C 19.46 25.98 11.07
C 18.72 24.66 10.80
O 18.37 24.16 12.09
S 18.71 25.19 13.25
O 19.18 24.48 14.38
O 17.68 26.15 13.36
O 19.93 25.83 12.44
H 18.84 26.87 11.03
H 20.38 26.10 10.50
H 19.34 23.90 10.35
H 17.83 24.82 10.20
C 19.34 21.18 2.58
C 18.99 21.88 3.91
O 20.27 22.05 4.55
S 21.42 21.18 3.87
O 21.35 19.85 4.37
O 22.65 21.86 3.86
O 20.75 21.22 2.43
H 18.83 21.59 1.71
H 19.12 20.11 2.62
H 18.37 21.19 4.49
H 18.44 22.81 3.88
C 16.09 20.80 9.73
C 15.93 21.87 10.83
O 14.74 21.55 11.54
S 14.37 20.01 11.41
O 12.97 19.89 11.20
O 14.99 19.27 12.45
O 15.14 19.76 10.05
H 17.05 20.29 9.75
H 15.90 21.20 8.74
H 15.76 22.84 10.37
H 16.81 21.92 11.48



[2]
71
Properties=species:S:1:pos:R:3 method="wB97M-V/def2-TZVPD" total_energy_ev=-60184.1313 lumo_ev=1.651 total_charge=-1
B -1.36 -0.97 -0.26
F -1.11 -1.40 -1.50
F -2.25 -1.86 0.45
F -0.09 -1.17 0.33
F -1.86 0.30 -0.42
C 2.50 3.74 0.67
O 2.97 4.88 0.78
N 1.20 3.49 0.81
N 3.19 2.68 0.38
H 0.89 2.54 0.70
H 0.68 4.36 0.79
H 2.79 1.79 0.66
H 4.11 2.70 -0.05
C 0.21 -5.71 2.26
O 0.78 -6.69 2.81
N -0.16 -4.60 2.87
N -0.03 -5.66 0.93
H -0.01 -4.43 3.85
H -0.66 -3.92 2.32
H 0.30 -6.45 0.40
H -0.84 -5.10 0.69
C 4.64 -3.44 -3.04
O 5.73 -3.21 -3.57
N 3.68 -2.58 -2.82
N 4.16 -4.65 -3.03
H 3.81 -1.61 -3.08
H 2.77 -2.89 -2.53
H 4.75 -5.34 -3.46
H 3.15 -4.70 -3.01
C -5.26 4.45 3.97
O -4.46 4.50 4.88
N -6.38 5.10 3.91
N -5.02 3.72 2.89
H -6.29 5.83 4.60
H -7.02 5.20 3.14
H -4.16 3.20 2.80
H -5.51 3.89 2.02
C -2.36 6.07 -4.36
O -2.99 6.94 -5.02
N -2.73 5.69 -3.17
N -1.46 5.29 -4.90
H -3.57 6.00 -2.71
H -2.41 4.78 -2.88
H -1.10 4.68 -4.18
H -1.22 5.40 -5.88
C -1.53 0.09 7.10
O -0.92 -0.80 7.63
N -1.08 0.64 6.04
N -2.58 0.67 7.59
H -0.27 0.34 5.52
H -1.29 1.62 5.94
H -2.92 1.43 7.03
H -2.80 0.41 8.54
C 4.70 -1.95 4.52
O 3.88 -2.04 5.35
N 5.93 -1.58 4.75
N 4.52 -2.24 3.26
H 6.26 -1.21 5.63
H 6.57 -1.68 3.98
H 5.30 -2.22 2.63
H 3.59 -2.42 2.90
N 0.11 -1.79 -7.43
C -1.00 -0.95 -7.21
C -2.03 -1.56 -7.93
C -1.58 -2.69 -8.57
C -0.22 -2.88 -8.22
H 0.95 -1.76 -6.87
H -1.09 -0.11 -6.54
H -2.99 -1.08 -8.04
H -2.06 -3.46 -9.16
H 0.52 -3.62 -8.47



[3]
57
Properties=species:S:1:pos:R:3 method="wB97M-V/def2-TZVPD" total_energy_ev=-34868.1625 lumo_ev=-4.679 total_charge=+1
Li -17.36 17.95 -32.27
Li -19.07 16.11 -31.33
C -18.96 17.89 -29.29
O -18.14 17.56 -30.38
H -19.83 18.48 -29.57
H -19.28 17.00 -28.73
H -18.38 18.47 -28.55
C -21.61 19.59 -32.32
C -22.12 20.94 -31.88
O -23.16 20.79 -30.94
O -22.66 18.88 -32.96
H -21.21 19.05 -31.45
H -20.81 19.69 -33.07
H -22.47 21.46 -32.78
H -21.32 21.49 -31.40
H -23.86 20.26 -31.34
H -22.32 18.03 -33.25
C -22.85 17.88 -28.97
C -23.53 16.53 -29.18
O -22.74 15.46 -28.65
O -22.52 18.04 -27.61
H -23.55 18.64 -29.33
H -22.01 17.96 -29.67
H -23.65 16.39 -30.25
H -24.49 16.56 -28.66
H -22.68 15.55 -27.69
H -22.63 18.95 -27.35
C -20.74 13.96 -30.85
C -19.43 13.26 -30.59
O -18.45 14.01 -31.34
O -20.69 15.37 -30.57
H -21.57 13.49 -30.33
H -21.02 13.88 -31.90
H -19.54 12.27 -31.03
H -19.17 13.32 -29.54
H -17.58 13.63 -31.25
H -21.32 15.52 -29.84
C -19.22 17.20 -25.47
C -19.83 15.90 -25.93
O -21.25 16.01 -26.13
O -19.66 17.46 -24.14
H -19.45 18.00 -26.18
H -18.14 17.02 -25.40
H -19.72 15.10 -25.21
H -19.38 15.58 -26.87
H -21.42 16.79 -26.68
H -19.40 18.36 -23.92
C -15.19 18.97 -26.37
C -15.96 19.62 -27.49
O -15.65 19.03 -28.75
O -13.80 19.06 -26.60
H -15.41 17.90 -26.27
H -15.48 19.50 -25.46
H -15.58 20.65 -27.57
H -17.02 19.79 -27.28
H -16.45 18.71 -29.18
H -13.67 18.91 -27.54



[4]
52
Properties=species:S:1:pos:R:3 method="wB97M-V/def2-TZVPD" smiles=COC[C@H](C)N.COC[C@H](C)N.CO.CO.CO total_energy_ev=-25172.4015 lumo_ev=0.526
C -18.76 -2.39 11.92
O -18.26 -2.10 13.27
C -18.00 -0.79 13.67
C -17.98 -0.52 15.20
C -17.58 0.84 15.67
N -17.07 -1.48 15.88
H -19.15 -3.40 11.80
H -17.97 -2.22 11.18
H -19.62 -1.76 11.70
H -17.10 -0.43 13.17
H -18.78 -0.19 13.18
H -18.96 -0.63 15.66
H -17.48 0.87 16.76
H -18.34 1.57 15.41
H -16.63 1.28 15.35
H -17.57 -2.35 15.78
H -16.33 -1.61 15.20
C -10.80 -0.56 18.97
O -11.52 -1.63 19.54
C -12.13 -1.31 20.84
C -12.73 -2.55 21.58
C -13.97 -3.03 20.85
N -13.02 -2.16 22.95
H -11.44 0.32 18.89
H -10.57 -0.91 17.97
H -9.88 -0.22 19.46
H -11.34 -0.88 21.46
H -12.90 -0.55 20.71
H -11.95 -3.29 21.79
H -13.61 -3.50 19.94
H -14.78 -2.34 20.61
H -14.57 -3.79 21.35
H -13.68 -1.39 22.93
H -13.55 -2.97 23.26
C -13.94 -1.76 16.83
O -14.66 -0.58 17.13
H -12.90 -1.65 17.15
H -14.39 -2.50 17.50
H -14.13 -1.96 15.78
H -15.59 -0.73 16.93
C -13.64 -1.23 12.60
O -14.16 0.10 12.50
H -13.21 -1.69 11.71
H -12.86 -1.21 13.37
H -14.44 -1.88 12.96
H -15.02 0.18 12.09
C -15.12 2.83 18.18
O -13.97 2.08 18.68
H -15.79 3.14 18.98
H -14.82 3.75 17.70
H -15.78 2.32 17.48
H -13.86 1.27 18.17